Molecular formula: C49H100F16N9O16S8
Method: DFT, ωB97M-V/def2-TZVPD

## Properties
LUMO energy (alpha / beta) (eV): -3.900 / -9.384
2S+1: 2
Orbital gap (alpha / beta) (eV): 8.58 / 3.10
Charge: +2

The geometry in XYZ format:
```
198
C49H100F16N9O16S8 | the OMol25 dataset | ωB97M-V/def2-TZVPD
C 1.46613 -7.63164 1.61044
C 0.17331 -6.98421 1.10058
C -0.53538 -5.91444 2.01438
N -1.78620 -5.25404 1.31226
C -2.21710 -3.92677 2.07808
C -2.71622 -4.39123 3.43252
C -3.85175 -5.49713 3.30660
C -3.57077 -6.78300 2.38307
C -2.93002 -6.31515 1.06709
C -1.52587 -4.64518 -0.08145
H 2.09943 -8.14310 0.88557
H 1.34804 -8.10853 2.58344
H 1.99792 -6.69269 1.76434
H -0.56615 -7.74154 0.84030
H 0.44874 -6.53602 0.14593
H 0.12746 -5.07253 2.21422
H -0.79520 -6.23567 3.02305
H -1.43303 -3.18973 2.25160
H -2.95245 -3.44266 1.43543
H -1.99000 -4.71265 4.17911
H -3.29677 -3.55701 3.82640
H -4.06630 -5.92976 4.28379
H -4.70288 -4.84173 3.12186
H -2.99284 -7.54956 2.89929
H -4.49091 -7.36045 2.47256
H -2.61423 -7.13964 0.42788
H -3.68569 -5.69531 0.58455
H -0.84203 -3.80236 0.01918
H -2.40900 -4.46612 -0.69473
H -1.00393 -5.45980 -0.58352
C -4.02290 3.32848 -3.98646
C -2.47468 3.16794 -4.19169
C -2.28170 1.93705 -5.05092
N -0.84644 1.62528 -5.56485
C -0.03284 0.87613 -4.47037
C -0.40197 -0.62366 -4.30753
C -0.42772 -1.35679 -5.71953
C -1.43569 -0.66218 -6.70650
C -0.90224 0.74317 -6.88452
C -0.13024 2.97958 -6.00149
H -4.35845 4.15682 -3.36247
H -4.47406 2.51291 -3.42130
H -4.41946 3.40929 -4.99854
H -1.87890 3.24722 -3.28237
H -2.05830 4.00442 -4.75296
H -2.83966 2.16015 -5.96031
H -2.63000 1.04719 -4.52657
H -0.22182 1.35242 -3.50832
H 0.97557 1.06747 -4.83724
H -1.41376 -0.76662 -3.92811
H 0.32682 -1.13802 -3.68112
H -0.64559 -2.40594 -5.51972
H 0.55048 -1.52526 -6.16992
H -2.45340 -0.73974 -6.32393
H -1.43733 -1.10490 -7.70254
H -1.39571 1.40837 -7.59310
H 0.13344 0.69291 -7.22057
H 0.72527 2.65435 -6.59345
H 0.10140 3.51499 -5.08074
H -0.92302 3.57134 -6.45911
C 5.34906 -5.92273 0.63644
C 5.46913 -4.49292 0.08581
C 4.48634 -4.33154 -1.17894
N 4.76547 -3.00459 -2.00636
C 6.27697 -2.96579 -2.44876
C 6.47821 -1.86171 -3.57576
C 5.42651 -2.13959 -4.63463
C 4.01113 -1.92798 -4.25488
C 3.70718 -3.02702 -3.12282
C 4.53285 -1.67392 -1.22249
H 5.82244 -6.68842 0.02184
H 4.28607 -6.15469 0.70244
H 5.77400 -5.98309 1.63837
H 6.53545 -4.45572 -0.13704
H 5.27851 -3.78764 0.89473
H 3.43837 -4.34166 -0.87934
H 4.58834 -5.11474 -1.93014
H 6.39813 -4.00196 -2.76462
H 7.05374 -2.75305 -1.71427
H 7.50490 -1.72952 -3.91714
H 6.31997 -0.83098 -3.25851
H 5.40275 -3.14360 -5.05831
H 5.73770 -1.58371 -5.51909
H 3.34935 -2.15114 -5.09175
H 3.69143 -0.92823 -3.96098
H 3.78071 -3.96653 -3.67056
H 2.70294 -2.95714 -2.70483
H 5.19659 -1.59370 -0.36161
H 3.50791 -1.90074 -0.92899
H 4.61522 -0.80941 -1.88123
C -2.95677 -0.29234 2.93912
C -3.89581 0.92050 3.12559
C -5.09202 0.84860 4.09204
N -6.09322 2.09790 4.20797
C -5.34608 3.41896 4.48955
C -4.63789 3.36183 5.80065
C -5.72393 3.14305 6.96419
C -6.75824 2.03662 6.73353
C -7.24092 1.89936 5.21186
C -6.76921 2.35368 2.83773
H -2.26713 -0.08839 2.12004
H -3.56014 -1.17082 2.71037
H -2.50396 -0.59931 3.88190
H -4.45539 0.92626 2.19020
H -3.30925 1.81911 3.31679
H -4.75788 0.43743 5.04461
H -5.68848 0.05498 3.64206
H -4.59801 3.50861 3.70186
H -6.14013 4.16524 4.46378
H -3.99710 2.48334 5.87645
H -3.94990 4.16525 6.06387
H -5.13184 2.97083 7.86301
H -6.33359 4.04547 7.00929
H -6.14026 1.24023 7.14821
H -7.57978 2.11936 7.44511
H -7.66288 0.90055 5.10029
H -8.12504 2.48491 4.95976
H -7.44935 1.51670 2.67968
H -5.91584 2.51103 2.17811
H -7.41006 3.23514 2.85878
C 4.55695 2.03220 0.15305
C 3.87300 2.06662 1.54497
C 3.02318 3.35429 1.80872
N 2.57625 3.55532 3.24122
C 1.78327 4.98857 3.26892
C 1.46980 5.48174 4.66802
C 2.73039 5.35339 5.57525
C 3.34479 3.95341 5.73131
C 3.73590 3.46037 4.31866
C 1.49401 2.50615 3.65802
H 3.84593 1.58105 -0.53907
H 5.38630 1.32790 0.08787
H 4.78211 3.02247 -0.24289
H 4.57555 1.90728 2.36297
H 3.10103 1.30183 1.45978
H 2.16148 3.17236 1.16647
H 3.54650 4.23603 1.43890
H 2.31059 5.82263 2.80591
H 0.97057 4.92982 2.54493
H 1.11197 6.51027 4.62151
H 0.63564 4.93292 5.10515
H 3.50864 6.05637 5.27819
H 2.50886 5.60960 6.61129
H 4.23143 4.20254 6.31432
H 2.83705 3.13924 6.24845
H 4.48202 4.20573 4.04327
H 4.15112 2.45365 4.36572
H 2.10025 1.60032 3.66389
H 0.70085 2.46790 2.91134
H 1.09456 2.81618 4.62364
N -2.46564 6.43215 0.93336
S -2.15175 4.99002 0.68891
O -3.27262 4.06307 1.02982
O -0.80071 4.47208 0.83460
F -2.32713 5.03419 -0.98100
S -1.65505 6.80417 2.36798
O -0.26935 7.20686 2.38909
O -2.20432 6.13438 3.52357
F -2.36071 8.22255 2.49801
N -5.07898 -2.05220 -1.83137
S -3.87683 -1.14784 -1.71753
O -3.89058 0.21353 -2.24678
O -2.56105 -1.83977 -1.63828
F -4.04165 -0.69291 -0.18757
S -5.11528 -1.92993 -3.53467
O -3.96866 -2.32027 -4.31783
O -6.04928 -1.04526 -4.25446
F -5.94555 -3.31605 -3.67970
C 4.68984 2.13295 -7.63515
F 5.46654 3.16197 -7.39009
F 3.63718 2.55326 -8.36785
F 5.42445 1.18126 -8.23783
S 4.22856 1.45321 -5.90259
O 3.04931 0.62322 -6.16023
O 5.38422 0.83923 -5.26769
N 3.60520 2.91894 -5.20689
S 3.85937 2.62242 -3.70448
O 3.30246 1.42589 -3.04458
O 5.17514 2.96516 -3.16685
C 2.76304 4.18707 -2.92719
F 2.81153 4.16607 -1.53432
F 3.40307 5.33787 -3.20408
F 1.46091 4.07417 -3.31752
C 1.45167 -2.20895 3.20183
F 0.14899 -1.78070 3.44082
F 2.24196 -1.50995 4.03401
F 1.46300 -3.45126 3.48353
S 1.96838 -2.05925 1.38357
O 3.43227 -2.30319 1.51427
O 1.32995 -3.15968 0.73695
N 1.55861 -0.37790 0.97231
S 0.52847 -0.57833 -0.07302
O 1.18800 -0.93676 -1.31437
O -0.63170 -1.35958 0.35262
C -0.11345 1.27012 -0.41631
F -1.16963 1.35224 -1.23348
F -0.51348 1.77547 0.74755
F 0.87038 2.00351 -0.98919
```

Molecular formula: H14O6S
Method: DFT, ωB97M-V/def2-TZVPD

## Properties
SMILES: O.O.O.O.O.O.S
LUMO energy (eV): 0.176
Orbital gap (eV): 10.43

The geometry in XYZ format:
```
21
H14O6S | the OMol25 dataset | ωB97M-V/def2-TZVPD
O 1.45171 0.83097 2.91149
H 1.45659 0.43600 3.81133
H 0.61794 1.29697 2.96294
O -1.75951 0.11680 -2.35554
H -2.27546 0.34274 -1.55190
H -1.26779 -0.64374 -2.04847
O 1.30943 1.07323 -0.99661
H 1.35230 2.02587 -0.92784
H 1.93341 0.77962 -0.35776
O -2.26339 1.26220 -6.71978
H -1.81499 1.22586 -5.87651
H -2.41608 2.22249 -6.78504
O 1.04515 -1.50059 -0.18621
H 0.20132 -2.00165 -0.05433
H 0.82335 -0.89079 -0.90004
O -1.75404 0.24176 0.69282
H -0.82045 0.42044 0.43253
H -1.56447 -0.25404 1.51356
S 2.21172 -1.78049 5.31074
H 2.40763 -3.08943 5.09472
H 1.12562 -2.11423 6.02992
```

Molecular formula: C52H58As2BiN2OP2Te
Method: DFT, ωB97M-V/def2-TZVPD

## Properties
LUMO energy (eV): -3.200
Orbital gap (eV): 5.74
Charge: +1

The geometry in XYZ format:
```
119
C52H58As2BiN2OP2Te | the OMol25 dataset | ωB97M-V/def2-TZVPD
Bi 1.39210 0.61554 -0.44076
C -6.13107 -2.94445 -1.54043
C -5.74499 -2.04996 -0.34209
C -7.01777 -1.85421 0.47097
C -5.19430 -0.68306 -0.83584
C -6.08972 0.31813 -1.20140
C -5.70505 1.59820 -1.59638
C -4.36316 1.89619 -1.65154
C -3.41410 0.93587 -1.25626
P -1.70272 1.53718 -1.32356
C -1.65617 1.80768 -3.10449
C -1.66447 0.70173 -3.93284
C -1.57428 0.78444 -5.30807
C -1.47475 2.03162 -5.92850
C -1.57220 3.17564 -5.14288
C -1.70843 3.06244 -3.76490
C -1.69482 3.18767 -0.61835
C -0.62748 4.07214 -0.94746
C -0.54447 5.33955 -0.37002
C -1.54765 5.74656 0.51236
C -2.62605 4.93906 0.80749
C -2.66173 3.63914 0.28003
C -3.83432 -0.34134 -0.80533
O -2.89407 -1.24259 -0.34207
C -3.31619 -2.21654 0.54475
C -2.39719 -2.68293 1.52637
C -2.84765 -3.61841 2.44444
C -4.14470 -4.11657 2.40520
C -5.03429 -3.66832 1.42662
C -4.66790 -2.69488 0.50907
P -0.69298 -2.11047 1.60147
C 0.06324 -3.52605 0.80077
C 0.16805 -3.40825 -0.62213
C 0.76902 -4.38182 -1.38154
C 1.30765 -5.50462 -0.74214
C 1.12708 -5.69395 0.62908
C 0.42522 -4.74446 1.36183
C -0.27917 -2.28058 3.37081
C -1.16932 -1.66389 4.26542
C -0.86630 -1.44310 5.60353
C 0.35372 -1.89485 6.08418
C 1.25932 -2.48660 5.23235
C 0.94791 -2.76278 3.91320
H -6.88537 -2.43081 -2.15907
H -6.54521 -3.85646 -1.11623
H -5.26240 -3.20118 -2.14617
H -7.80383 -1.45199 -0.19046
H -6.83606 -1.11604 1.26840
H -7.37355 -2.78876 0.90946
H -7.15951 0.04449 -1.12647
H -6.45519 2.35069 -1.86771
H -4.00070 2.87986 -1.93600
H -1.68696 -0.27339 -3.48757
H -1.63371 -0.13849 -5.87296
H -1.30483 2.11441 -6.99444
H -1.54499 4.19849 -5.58513
H -1.80380 3.96412 -3.21134
H 0.08239 3.74404 -1.67717
H 0.29266 5.97731 -0.63918
H -1.48263 6.72804 0.94806
H -3.42199 5.28358 1.51785
H -3.47115 2.98937 0.55038
H -2.19517 -3.94086 3.23018
H -4.44318 -4.80634 3.21870
H -6.03020 -4.09067 1.35652
H -0.19161 -2.48869 -1.09318
H 0.81164 -4.29218 -2.46269
H 1.89583 -6.22387 -1.30201
H 1.52552 -6.59751 1.11733
H 0.25180 -4.93816 2.41300
H -2.13530 -1.35023 3.85210
H -1.62295 -1.01070 6.23638
H 0.64351 -1.79396 7.12228
H 2.22130 -2.84390 5.60816
H 1.67490 -3.29659 3.30357
C 3.94221 -2.54191 -2.39540
As 3.93285 -1.07721 -1.07016
C 5.34622 -1.58270 0.15112
C 5.03589 0.17818 -2.18788
C 5.75422 -0.17083 -3.35474
C 6.52506 0.76928 -4.01475
C 6.54842 2.09451 -3.57975
C 5.84752 2.43292 -2.44099
C 5.05740 1.48335 -1.77799
As 3.82066 2.22421 -0.40155
C 5.35895 2.55989 0.89450
C 3.34821 4.07253 -1.11581
H 3.53350 -2.15864 -3.32723
H 3.29035 -3.33098 -2.02189
H 4.98658 -2.89823 -2.53382
H 6.27578 -1.75913 -0.45338
H 5.09206 -2.51756 0.66689
H 5.53194 -0.78871 0.89704
H 5.69965 -1.22030 -3.71468
H 7.14817 0.47463 -4.87127
H 7.10281 2.85379 -4.12110
H 5.89226 3.43743 -2.01281
H 6.02607 3.34298 0.44065
H 5.91785 1.63121 1.05298
H 4.90748 2.97701 1.82713
H 4.06198 4.81546 -0.71746
H 2.35077 4.30218 -0.70995
H 3.30393 4.02423 -2.21415
N 0.37096 1.95522 1.96726
C 1.29313 2.67445 2.83517
C 1.92678 1.83495 3.93874
C 3.06487 0.92581 3.47511
N 2.56068 -0.01847 2.44455
H -0.33174 2.57453 1.57207
H -0.12062 1.17752 2.41317
H 0.77998 3.52665 3.32584
H 2.08827 3.12711 2.20898
H 1.14160 1.22831 4.43660
H 2.29509 2.50176 4.72508
H 3.41197 0.39529 4.33433
H 3.88639 1.54913 3.03460
H 1.68793 -0.42385 2.77877
H 3.26943 -0.76588 2.30476
Te 1.97344 1.39208 -3.06412
```

Molecular formula: C3H2N2O2
Method: DFT, ωB97M-V/def2-TZVPD

## Properties
SMILES: N=C=C=NOC=O
LUMO energy (eV): -1.043
Orbital gap (eV): 8.33

The geometry in XYZ format:
```
9
C3H2N2O2 | the OMol25 dataset | ωB97M-V/def2-TZVPD
N -2.43088 -1.22335 0.00695
C -1.61568 -0.30131 -0.02932
C -0.90248 0.76531 0.03127
N -0.08772 1.71089 0.06245
O 1.22171 1.34518 -0.41042
C 1.78018 0.22187 0.09934
O 1.27988 -0.56306 0.85401
H -2.04712 -2.11574 -0.31268
H 2.80210 0.16020 -0.30159
```

Molecular formula: C16H36Cl4N4O4
Method: DFT, ωB97M-V/def2-TZVPD

## Properties
LUMO energy (alpha / beta) (eV): -3.900 / -8.764
2S+1: 2
Orbital gap (alpha / beta) (eV): 6.93 / 2.06
Charge: +1

The geometry in XYZ format:
```
64
C16H36Cl4N4O4 | the OMol25 dataset | ωB97M-V/def2-TZVPD
C 2.63859 11.29176 -8.24553
C 2.74832 10.61354 -9.58433
O 1.85098 10.67555 -10.44966
N 3.83792 9.93002 -9.87250
C 5.07585 10.30042 -9.25899
H 1.62477 11.53680 -7.92896
H 2.93388 12.33565 -8.35132
H 3.16602 10.75894 -7.45431
H 3.75845 9.45890 -10.76235
H 5.41334 11.27034 -9.62431
H 5.80104 9.52881 -9.51750
H 5.10533 10.36465 -8.17129
C 5.55263 11.42688 -1.28210
C 4.58004 12.26581 -0.50961
O 4.90176 13.39524 -0.14399
N 3.43430 11.67391 -0.17595
C 2.33511 12.38897 0.43760
H 6.10876 12.11241 -1.92152
H 5.04148 10.73818 -1.95479
H 6.28804 10.88498 -0.68744
H 3.36252 10.67545 -0.04170
H 2.29566 12.03953 1.46931
H 1.42311 11.85489 0.17092
H 2.15872 13.43820 0.20075
C 8.85760 20.02725 -4.27146
C 7.83634 18.96678 -4.70907
O 7.03222 19.18283 -5.56274
N 7.83244 17.86635 -3.98803
C 6.86919 16.76559 -4.10846
H 9.81599 19.65288 -4.63122
H 8.95819 20.24486 -3.20815
H 8.69065 20.90113 -4.90119
H 8.61010 17.70371 -3.36442
H 7.37688 15.83092 -3.87027
H 6.22881 16.74378 -4.99024
H 6.23426 16.99682 -3.25318
C 9.44829 11.53980 -8.26611
C 8.70147 10.47116 -7.51425
O 7.70064 10.83206 -6.94742
N 9.38401 9.34073 -7.49774
C 9.03908 7.97202 -7.08887
H 8.98314 11.74840 -9.22955
H 10.41893 11.14135 -8.56139
H 9.41323 12.47627 -7.70942
H 10.14964 9.48648 -8.14013
H 8.17798 8.19484 -6.45882
H 9.88392 7.60445 -6.50643
H 8.94685 7.34372 -7.97478
Cl 11.08599 17.16042 -6.35011
C 10.96894 15.47660 -6.67038
C 10.55708 14.72285 -5.38684
Cl 12.06123 14.08544 -4.69895
H 11.84647 15.04855 -7.15497
H 10.21302 15.28424 -7.43175
H 10.13629 13.76351 -5.68805
H 9.96186 15.26115 -4.64925
Cl 4.27188 13.79857 -6.42560
C 5.95132 13.41646 -6.17726
C 6.24475 12.67449 -4.87968
Cl 7.87378 12.76431 -4.31618
H 6.50738 14.35285 -6.22287
H 6.32956 12.84865 -7.02734
H 5.83177 11.67660 -4.73212
H 5.75525 13.35797 -4.18589
```

Molecular formula: C5H12N2
Method: DFT, ωB97M-V/def2-TZVPD

## Properties
SMILES: N/C=C/CCCN
LUMO energy (eV): 1.198
Orbital gap (eV): 9.41

The geometry in XYZ format:
```
19
C5H12N2 | the OMol25 dataset | ωB97M-V/def2-TZVPD
N 0.27930 -2.71952 2.00350
C 0.34261 -2.14918 0.70718
C 0.44252 -0.85230 0.45784
C 0.44090 -0.23556 -0.91852
C 0.72883 1.26007 -0.85369
C -0.36731 2.09134 -0.21876
N -1.54043 2.16141 -1.08656
H -0.59776 -2.55159 2.47178
H 0.48048 -3.70911 1.97511
H 0.37448 -2.85535 -0.11772
H 0.55050 -0.20185 1.31824
H 1.21231 -0.71402 -1.52643
H -0.50827 -0.40643 -1.42787
H 0.95268 1.69454 -1.83571
H 1.68260 1.45108 -0.34652
H -0.66896 1.65901 0.73689
H 0.02078 3.08451 0.04139
H -1.28923 2.64871 -1.94435
H -2.25408 2.75170 -0.67434
```

no.,calculated total energy (Eh)
1,-8405.96919
2,-857.98866
3,-7837.69283
4,-375.35802
5,-2991.63184
6,-307.19037